DFT (the ωB97M-V functional and the def2-TZVPD basis) results for 8 unconnected molecules or ions with the total composition C32H68Br15N2O2P2S.

The geometry in XYZ format:
```
122
Properties=species:S:1:pos:R:3
C 6.15 2.99 -2.03
O 6.57 1.85 -1.30
C 6.31 0.63 -1.97
C 4.81 0.30 -2.11
C 4.36 -1.01 -1.42
C 2.90 -0.96 -0.93
C 2.08 -2.22 -1.23
C 0.57 -2.02 -0.96
C -0.32 -2.00 -2.22
C 0.22 -1.12 -3.36
C -0.87 -0.44 -4.22
C -0.61 1.05 -4.50
C -1.88 1.92 -4.60
C -2.15 2.79 -3.37
C -2.42 1.97 -2.11
C -1.26 1.78 -1.11
C -1.94 1.38 0.22
P -1.26 2.21 1.78
O 0.19 1.50 1.60
Br -0.87 4.29 1.02
N -3.45 1.58 -0.02
C -4.18 2.13 1.21
N -4.04 1.17 2.27
P -4.33 -0.01 -0.44
S -5.28 -0.06 -2.09
C -3.48 2.53 -1.19
H 5.18 3.37 -1.68
H 6.05 2.75 -3.10
H 6.90 3.78 -1.92
H 6.78 0.67 -2.96
H 6.81 -0.14 -1.38
H 4.56 0.23 -3.18
H 4.24 1.14 -1.69
H 4.47 -1.83 -2.14
H 5.03 -1.20 -0.57
H 2.90 -0.80 0.16
H 2.39 -0.10 -1.39
H 2.25 -2.52 -2.27
H 2.45 -3.04 -0.61
H 0.46 -1.06 -0.44
H 0.21 -2.81 -0.29
H -1.31 -1.62 -1.92
H -0.48 -3.02 -2.57
H 0.89 -0.35 -2.94
H 0.86 -1.74 -4.01
H -0.91 -0.95 -5.19
H -1.85 -0.60 -3.76
H -0.09 1.12 -5.45
H 0.07 1.47 -3.75
H -1.78 2.60 -5.46
H -2.76 1.29 -4.80
H -1.28 3.45 -3.22
H -3.01 3.42 -3.59
H -2.72 0.96 -2.43
H -0.72 2.72 -1.03
H -0.54 1.02 -1.42
H -1.77 0.31 0.38
H 0.90 2.10 1.34
H -5.23 2.26 0.91
H -3.76 3.12 1.41
H -3.40 1.49 2.99
H -4.91 0.91 2.72
H -3.28 -0.91 -0.27
H -5.15 -0.18 0.68
H -3.14 3.49 -0.77
H -4.48 2.69 -1.59
Br -1.13 0.37 4.85
C 0.66 -0.38 5.06
C 0.80 -1.14 6.35
Br 0.90 0.04 7.88
H 1.34 0.45 4.99
H 0.79 -1.05 4.21
H 1.72 -1.71 6.35
H -0.04 -1.81 6.52
Br -1.36 0.27 -8.02
C -0.46 1.85 -8.69
C 0.88 1.52 -9.29
Br 2.20 1.12 -7.92
H -0.38 2.55 -7.86
H -1.12 2.27 -9.45
H 1.27 2.37 -9.85
H 0.83 0.65 -9.93
Br 2.37 -4.66 6.47
C 2.42 -5.27 8.32
C 1.98 -4.22 9.30
Br 3.32 -2.84 9.58
H 3.44 -5.59 8.50
H 1.75 -6.12 8.36
H 1.83 -4.68 10.27
H 1.07 -3.71 8.99
Br -6.31 -0.53 4.39
C -5.73 -1.66 5.86
C -4.23 -1.82 5.91
Br -3.58 -2.99 4.50
H -6.23 -2.61 5.72
H -6.09 -1.18 6.77
H -3.94 -2.29 6.85
H -3.71 -0.88 5.80
Br 4.26 1.12 10.01
C 3.60 2.88 9.50
C 2.83 3.53 10.61
Br 1.06 2.76 10.83
H 3.00 2.73 8.61
H 4.49 3.46 9.26
H 2.67 4.59 10.39
H 3.33 3.44 11.57
Br -6.57 -3.46 -0.95
C -8.35 -3.89 -1.60
C -8.94 -2.75 -2.38
Br -9.49 -1.28 -1.22
H -8.94 -4.15 -0.73
H -8.23 -4.77 -2.24
H -9.84 -3.07 -2.90
H -8.24 -2.33 -3.09
Br 5.42 -1.71 -5.85
C 5.96 -0.61 -7.36
C 7.04 0.36 -6.98
Br 6.34 1.80 -5.88
H 5.06 -0.11 -7.71
H 6.31 -1.30 -8.13
H 7.46 0.83 -7.87
H 7.84 -0.11 -6.41
```

Calculated values
**Total charge**: +1
**Highest occupied orbital energy**: -10.818 eV
**Kohn-Sham gap**: 8.546 eV
**E_LUMO**: -2.271 eV

---

DFT (the ωB97M-V functional and the def2-TZVPD basis) results for 5 unconnected molecules or ions with the total composition C32H69BN3O13PS2 in a non-equilibrium geometry.

The geometry in XYZ format:
```
121
Properties=species:S:1:pos:R:3
C -6.79 0.28 1.07
C -5.99 0.41 0.02
C -4.88 -0.61 -0.19
C -3.83 -0.62 0.98
C -3.36 0.75 1.49
O -2.16 1.08 1.25
O -4.13 1.44 2.15
N -2.63 -1.43 0.66
N -2.05 -2.00 1.84
C -0.62 -1.69 1.95
C 0.31 -2.73 1.27
C 0.87 -3.70 2.36
C 1.08 -5.15 1.82
C -2.99 -2.54 -0.25
C -3.43 -2.04 -1.66
N -2.10 -1.88 -2.39
C -1.93 -2.47 -3.44
S -1.57 -3.21 -4.77
P -4.38 -3.48 -2.37
S -5.99 -4.00 -1.40
C -4.25 -0.66 -1.61
C -5.39 -0.61 -2.65
C -4.95 -0.72 -4.14
O -5.35 0.49 -4.81
C -3.23 0.47 -1.93
B -3.72 1.99 -1.79
O -4.81 2.55 -2.47
O -2.99 2.85 -0.99
H -7.30 1.15 1.47
H -6.94 -0.67 1.58
H -6.15 1.25 -0.65
H -5.42 -1.57 -0.07
H -4.37 -1.10 1.81
H -1.89 -0.87 0.21
H -2.49 -1.64 2.68
H -0.38 -0.65 1.68
H -0.39 -1.76 3.02
H 1.15 -2.25 0.76
H -0.22 -3.38 0.56
H 1.80 -3.30 2.80
H 0.15 -3.80 3.19
H 0.40 -5.39 1.00
H 2.14 -5.28 1.57
H 0.88 -5.86 2.64
H -2.20 -3.28 -0.40
H -3.84 -3.06 0.21
H -4.70 -3.30 -3.73
H -3.49 -4.59 -2.32
H -6.14 -1.40 -2.49
H -5.96 0.32 -2.59
H -5.49 -1.53 -4.65
H -3.87 -0.84 -4.30
H -4.74 0.66 -5.54
H -2.86 0.41 -2.96
H -2.32 0.41 -1.31
H -5.36 2.95 -1.78
H -2.88 3.64 -1.54
C 2.21 0.87 3.04
O 2.95 -0.31 3.32
C 4.23 -0.04 3.87
C 4.26 -0.31 5.36
O 3.49 0.65 6.07
C 2.24 0.14 6.51
H 1.21 0.57 2.74
H 2.14 1.52 3.91
H 2.68 1.41 2.21
H 4.54 0.98 3.66
H 4.94 -0.72 3.38
H 5.29 -0.22 5.72
H 3.91 -1.33 5.58
H 2.40 -0.61 7.30
H 1.68 -0.30 5.69
H 1.67 0.96 6.93
C 0.42 -6.13 -7.15
O 0.41 -4.77 -7.56
C 1.73 -4.24 -7.72
C 2.10 -4.12 -9.18
O 2.28 -5.40 -9.78
C 1.19 -5.78 -10.60
H -0.61 -6.48 -7.17
H 1.02 -6.75 -7.83
H 0.80 -6.22 -6.13
H 2.46 -4.85 -7.18
H 1.73 -3.24 -7.27
H 3.05 -3.60 -9.26
H 1.34 -3.54 -9.72
H 1.15 -5.15 -11.50
H 0.24 -5.72 -10.07
H 1.35 -6.81 -10.91
C 4.80 3.24 6.63
O 5.58 4.43 6.66
C 4.96 5.47 7.40
C 5.62 5.65 8.75
O 5.35 4.55 9.61
C 6.46 3.67 9.75
H 5.40 2.46 6.15
H 4.55 2.91 7.64
H 3.89 3.39 6.05
H 3.89 5.29 7.52
H 5.09 6.39 6.83
H 5.21 6.54 9.23
H 6.70 5.80 8.64
H 7.27 4.16 10.30
H 6.83 3.34 8.78
H 6.13 2.80 10.32
C -0.07 5.27 -4.03
O -0.44 5.21 -2.67
C 0.08 4.07 -2.00
C 1.25 4.44 -1.11
O 2.39 4.81 -1.88
C 2.61 6.21 -1.89
H -0.41 6.23 -4.43
H 1.01 5.20 -4.16
H -0.56 4.47 -4.60
H 0.37 3.29 -2.72
H -0.72 3.67 -1.38
H 1.53 3.56 -0.52
H 0.96 5.23 -0.42
H 2.91 6.55 -0.89
H 1.72 6.75 -2.21
H 3.42 6.41 -2.59
```

Calculated values
**Structure (SMILES)**: C=C[C@@H]1[C@H](C(=O)[O-])[N@@H+](NCCCC)C[C@@](N=C=S)([PH2]=S)[C@]1(CCO)CB(O)O.COCCOC.COCCOC.COCCOC.COCCOC
**Highest occupied orbital energy**: -8.125 eV
**Kohn-Sham gap**: 7.482 eV
**E_LUMO**: -0.643 eV

---

DFT (the ωB97M-V functional and the def2-TZVPD basis) results for 4 unconnected molecules or ions with the total composition C32H69Br2IN4O8 in a non-equilibrium geometry.

The geometry in XYZ format:
```
116
Properties=species:S:1:pos:R:3
C 3.97 -1.74 -2.94
C 3.71 -1.53 -1.65
C 2.66 -2.24 -0.82
N 1.96 -3.32 -1.49
C 1.64 -1.26 -0.15
C 2.22 0.10 0.21
C 1.24 0.89 1.05
C 1.85 2.12 1.72
O 2.36 3.06 0.79
O 0.41 -1.20 -0.85
C 0.40 -0.50 -2.08
C -0.31 0.88 -2.00
C 0.58 2.10 -2.07
C -0.29 3.37 -2.06
I 1.67 2.12 -3.93
C -0.29 -1.39 -3.11
Br 0.76 -1.88 -4.62
C -1.56 -1.83 -2.99
C -2.47 -1.53 -1.85
Br -2.37 -2.94 -4.31
H 3.49 -2.54 -3.47
H 4.63 -1.12 -3.52
H 4.32 -0.80 -1.12
H 3.19 -2.69 0.01
H 1.80 -3.14 -2.47
H 2.46 -4.18 -1.36
H 1.40 -1.73 0.80
H 2.59 0.64 -0.67
H 3.08 -0.11 0.85
H 0.90 0.24 1.86
H 0.35 1.20 0.51
H 2.60 1.82 2.46
H 1.06 2.62 2.26
H 2.90 2.61 0.14
H 1.40 -0.32 -2.47
H -0.93 0.93 -1.11
H -0.99 0.94 -2.83
H 1.26 2.18 -1.24
H 0.35 4.24 -2.17
H -0.92 3.35 -2.94
H -0.88 3.41 -1.15
H -2.71 -0.47 -1.80
H -3.40 -2.08 -1.91
H -1.98 -1.78 -0.91
C -3.22 0.20 7.82
O -3.88 0.96 6.82
C -4.22 2.28 7.22
C -3.42 3.30 6.45
N -2.02 3.27 6.83
C -1.14 4.07 5.97
C -1.00 3.66 4.51
O -0.34 2.42 4.31
C -1.18 1.27 4.38
H -3.12 -0.82 7.45
H -2.21 0.59 8.02
H -3.79 0.18 8.75
H -4.09 2.41 8.30
H -5.28 2.42 7.00
H -3.83 4.30 6.65
H -3.57 3.09 5.38
H -1.70 2.31 6.82
H -0.14 4.04 6.42
H -1.47 5.11 6.01
H -0.37 4.41 4.03
H -1.96 3.67 3.98
H -2.19 1.49 4.03
H -1.21 0.86 5.39
H -0.74 0.51 3.73
C 8.07 -4.11 3.12
O 8.35 -2.85 3.70
C 9.56 -2.25 3.23
C 9.27 -1.01 2.42
N 8.64 -1.35 1.15
C 8.13 -0.20 0.40
C 6.99 0.61 1.02
O 5.76 -0.09 1.12
C 5.62 -0.88 2.29
H 7.21 -4.52 3.64
H 7.83 -4.03 2.06
H 8.91 -4.80 3.24
H 10.16 -2.97 2.66
H 10.14 -1.96 4.12
H 10.21 -0.49 2.22
H 8.64 -0.35 3.03
H 7.88 -1.99 1.32
H 7.77 -0.58 -0.56
H 8.96 0.47 0.18
H 6.80 1.45 0.35
H 7.27 1.04 1.99
H 6.15 -0.45 3.14
H 5.96 -1.91 2.13
H 4.56 -0.92 2.54
C -6.33 -2.67 -4.00
O -5.89 -1.38 -4.40
C -5.26 -1.35 -5.67
C -6.10 -0.58 -6.67
N -7.32 -1.31 -7.00
C -8.29 -0.54 -7.78
C -8.92 0.69 -7.13
O -9.77 0.41 -6.03
C -9.13 0.28 -4.78
H -6.68 -2.59 -2.97
H -7.17 -3.02 -4.62
H -5.52 -3.40 -4.05
H -5.04 -2.36 -6.03
H -4.31 -0.83 -5.55
H -5.52 -0.43 -7.58
H -6.31 0.40 -6.23
H -7.76 -1.61 -6.15
H -9.11 -1.22 -8.04
H -7.82 -0.24 -8.72
H -9.55 1.17 -7.88
H -8.17 1.44 -6.84
H -8.25 0.92 -4.70
H -8.84 -0.75 -4.57
H -9.84 0.59 -4.01
```

Calculated values
**Structure (SMILES)**: C=C[C@H](N)[C@@H](CCCO)O[C@H](C[C@H](C)I)/C(Br)=C(\C)Br.COCCNCCOC.COCCNCCOC.COCCNCCOC
**Highest occupied orbital energy**: -8.570 eV
**Kohn-Sham gap**: 9.049 eV
**E_LUMO**: 0.479 eV